ORCA calculation (ωB97M-V/def2-TZVPD) on a cluster of 2 separate species, C4H8Si in total at a distorted geometry.

```
! RIJCOSX wB97M-V def2-TZVPD def2/J DEFGRID3
* xyz 0 1
C 0.36 -2.19 -1.99
C -0.70 -1.65 -1.66
Si -1.91 -0.53 -0.89
H 1.28 -2.46 -2.22
H -2.04 0.92 -1.45
H -1.29 -0.35 0.45
H -3.15 -1.17 -0.70
C 1.18 1.82 1.63
C 1.21 0.61 1.16
H 2.08 2.45 1.46
H 0.57 2.38 2.27
H 2.01 0.22 0.67
H 0.40 -0.06 1.25
*
```

- DFT total energy: -446.54877 hartree
- ΔE to the lowest compared entry with this formula, charge and spin: 2.926 eV
- HOMO-LUMO gap: 11.185 eV
- SMILES: C#C[SiH3].C=C